[1]
Density functional theory data (the ωB97M-V functional and the def2-TZVPD basis) for a cluster of 21 separate species, C94H227Cl16N13 in total at a distorted geometry.

Orbital gap (Eh): 0.30596
Multiplicity: 1
Max |F| (eV/Å): 3.061
E (Eh): -11792.3390

Atoms and positions in Å:
Cl1 30.192 -19.021 9.962
C1 28.642 -18.121 10.128
C2 27.661 -18.900 11.007
Cl2 28.413 -19.206 12.653
H1 28.266 -17.944 9.121
H2 28.973 -17.172 10.549
H3 27.518 -19.874 10.538
H4 26.702 -18.400 11.143
Cl3 21.455 -23.262 1.893
C3 22.850 -24.289 2.325
C4 24.090 -23.472 2.298
Cl4 24.415 -22.806 0.705
H5 22.948 -25.178 1.702
H6 22.661 -24.600 3.353
H7 24.946 -24.048 2.650
H8 24.010 -22.658 3.019
Cl5 26.430 -23.519 9.264
C5 25.811 -23.581 7.612
C6 24.469 -24.333 7.531
Cl6 24.258 -24.650 5.834
H9 26.626 -23.997 7.020
H10 25.784 -22.567 7.214
H11 23.585 -23.803 7.885
H12 24.539 -25.254 8.109
Cl7 28.268 -27.974 9.168
C7 26.992 -26.926 8.374
C8 26.541 -27.420 6.947
Cl8 27.887 -27.139 5.748
H13 27.499 -25.962 8.324
H14 26.164 -26.965 9.081
H15 25.739 -26.753 6.630
H16 26.245 -28.469 6.966
Cl9 25.023 -16.697 9.184
C9 23.743 -17.816 8.513
C10 23.546 -19.160 9.336
Cl10 24.995 -20.182 9.106
H17 24.121 -18.137 7.542
H18 22.810 -17.266 8.389
H19 22.735 -19.750 8.909
H20 23.473 -18.926 10.398
Cl11 15.388 -22.869 14.658
C11 14.744 -21.944 13.365
C12 15.534 -20.695 13.036
Cl12 17.230 -21.005 12.692
H21 13.768 -21.671 13.764
H22 14.566 -22.572 12.492
H23 15.461 -19.968 13.845
H24 14.997 -20.335 12.159
Cl13 21.333 -32.609 12.195
C13 21.373 -31.566 13.592
C14 19.976 -31.330 14.182
Cl14 18.943 -30.358 13.085
H25 21.904 -30.627 13.443
H26 21.968 -32.145 14.298
H27 20.077 -30.778 15.117
H28 19.480 -32.269 14.429
Cl15 25.021 -20.673 12.687
C15 25.863 -22.223 12.737
C16 26.731 -22.326 13.947
Cl16 25.807 -22.207 15.396
H29 26.451 -22.272 11.820
H30 25.142 -23.038 12.791
H31 27.514 -21.569 13.891
H32 27.195 -23.311 13.910
C17 17.319 -25.385 2.675
C18 18.848 -25.291 2.546
N1 19.585 -26.550 2.361
C19 19.167 -27.415 1.216
C20 19.348 -26.728 -0.123
C21 19.577 -27.412 3.566
C22 20.190 -26.811 4.831
H33 16.974 -24.362 2.823
H34 17.099 -26.058 3.503
H35 16.847 -25.860 1.815
H36 19.098 -24.649 1.701
H37 19.185 -24.697 3.396
H38 19.651 -28.391 1.261
H39 18.140 -27.759 1.340
H40 19.290 -27.365 -1.006
H41 18.628 -25.910 -0.156
H42 20.344 -26.289 -0.187
H43 20.051 -28.363 3.325
H44 18.543 -27.717 3.724
H45 20.184 -27.471 5.698
H46 19.677 -25.881 5.079
H47 21.261 -26.616 4.779
C23 31.073 -22.666 10.696
C24 29.802 -22.289 11.469
N2 29.710 -22.975 12.773
C25 29.905 -24.420 12.761
C26 28.905 -25.087 11.795
C27 30.645 -22.313 13.754
C28 30.290 -22.563 15.249
H48 31.180 -22.064 9.793
H49 31.134 -23.720 10.425
H50 31.976 -22.585 11.301
H51 29.670 -21.228 11.686
H52 28.960 -22.535 10.822
H53 30.900 -24.835 12.602
H54 29.710 -24.756 13.779
H55 29.083 -24.846 10.747
H56 28.911 -26.146 12.052
H57 27.864 -24.813 11.965
H58 30.699 -21.234 13.611
H59 31.686 -22.582 13.576
H60 29.257 -22.410 15.562
H61 30.924 -21.878 15.812
H62 30.467 -23.614 15.477
C29 22.457 -16.044 11.790
C30 21.238 -16.289 10.870
N3 20.889 -17.675 10.491
C31 20.780 -18.556 11.708
C32 19.637 -18.238 12.638
C33 19.696 -17.609 9.667
C34 19.409 -19.022 9.102
H63 23.328 -16.493 11.314
H64 22.412 -16.509 12.775
H65 22.698 -14.996 11.967
H66 20.321 -15.831 11.241
H67 21.413 -15.793 9.915
H68 20.709 -19.596 11.388
H69 21.698 -18.396 12.272
H70 18.723 -18.666 12.226
H71 19.725 -18.637 13.649
H72 19.419 -17.189 12.837
H73 19.861 -16.837 8.915
H74 18.896 -17.257 10.318
H75 18.570 -19.030 8.406
H76 19.196 -19.802 9.833
H77 20.288 -19.340 8.542
C35 23.088 -28.453 7.146
C36 23.701 -29.368 8.187
N4 24.172 -28.556 9.296
C37 23.074 -27.872 10.034
C38 23.750 -26.977 11.082
C39 25.149 -29.282 10.136
C40 24.468 -30.380 11.081
H78 22.066 -28.175 7.399
H79 23.133 -28.979 6.192
H80 23.659 -27.525 7.135
H81 22.976 -30.142 8.439
H82 24.544 -29.949 7.813
H83 22.433 -28.600 10.532
H84 22.437 -27.323 9.340
H85 24.147 -27.560 11.913
H86 23.000 -26.322 11.525
H87 24.507 -26.328 10.642
H88 25.812 -29.890 9.521
H89 25.677 -28.591 10.794
H90 24.022 -31.131 10.430
H91 25.201 -30.825 11.754
H92 23.646 -30.036 11.709
C41 15.977 -22.511 8.923
C42 15.295 -22.703 7.535
N5 16.171 -22.562 6.354
C43 17.339 -23.481 6.272
C44 16.937 -24.976 6.525
C45 16.562 -21.207 6.076
C46 17.310 -21.096 4.708
H93 16.689 -21.686 8.932
H94 16.490 -23.433 9.197
H95 15.215 -22.427 9.697
H96 14.796 -23.672 7.509
H97 14.520 -21.937 7.500
H98 17.907 -23.406 5.345
H99 18.104 -23.205 6.998
H100 16.500 -25.086 7.518
H101 16.248 -25.363 5.775
H102 17.781 -25.657 6.638
H103 17.124 -20.770 6.901
H104 15.638 -20.638 5.968
H105 17.268 -20.037 4.453
H106 16.901 -21.636 3.854
H107 18.373 -21.333 4.731
C47 15.410 -28.106 10.787
C48 15.504 -26.578 10.720
N6 15.677 -25.864 11.991
C49 14.826 -26.191 13.105
C50 13.336 -25.810 12.915
C51 17.014 -25.392 12.349
C52 17.874 -26.488 12.814
H108 15.190 -28.674 9.883
H109 14.520 -28.388 11.349
H110 16.260 -28.528 11.323
H111 16.421 -26.332 10.185
H112 14.606 -26.153 10.273
H113 14.892 -27.270 13.243
H114 15.105 -25.729 14.052
H115 12.703 -26.213 13.706
H116 13.241 -24.729 12.816
H117 12.935 -26.214 11.985
H118 16.878 -24.597 13.083
H119 17.449 -24.878 11.491
H120 18.012 -27.220 12.018
H121 17.373 -27.037 13.612
H122 18.892 -26.157 13.018
C53 28.213 -20.762 7.317
C54 29.319 -21.802 7.168
N7 28.958 -23.020 6.369
C55 28.452 -22.673 4.963
C56 27.840 -23.836 4.187
C57 29.937 -24.084 6.355
C58 30.668 -24.351 7.698
H123 27.808 -20.306 6.414
H124 28.615 -19.972 7.951
H125 27.433 -21.258 7.895
H126 30.213 -21.393 6.697
H127 29.549 -22.064 8.201
H128 27.672 -21.916 5.048
H129 29.260 -22.251 4.366
H130 27.101 -24.359 4.793
H131 27.386 -23.370 3.312
H132 28.603 -24.573 3.939
H133 30.636 -24.124 5.519
H134 29.456 -25.042 6.157
H135 31.146 -25.313 7.514
H136 29.906 -24.582 8.442
H137 31.449 -23.645 7.980
C59 19.481 -18.624 2.406
C60 20.569 -19.694 2.590
N8 21.796 -19.111 3.090
C61 22.791 -20.071 3.678
C62 22.448 -20.681 5.047
C63 22.535 -18.281 2.086
C64 23.556 -17.246 2.685
H138 19.480 -18.036 3.325
H139 18.490 -19.023 2.189
H140 19.707 -18.109 1.472
H141 20.199 -20.474 3.255
H142 20.740 -20.235 1.659
H143 23.821 -19.716 3.700
H144 22.881 -20.862 2.934
H145 21.390 -20.941 5.060
H146 22.631 -19.842 5.719
H147 22.971 -21.627 5.184
H148 23.038 -18.796 1.268
H149 21.843 -17.705 1.472
H150 24.531 -17.733 2.677
H151 23.641 -16.377 2.033
H152 23.254 -16.838 3.650
C65 24.715 -30.729 14.781
C66 24.114 -30.061 16.038
N9 22.856 -29.391 15.775
C67 22.214 -28.951 17.019
C68 21.882 -30.122 17.929
C69 23.028 -28.296 14.803
C70 21.714 -27.701 14.319
H153 25.192 -30.043 14.080
H154 24.018 -31.312 14.179
H155 25.527 -31.370 15.127
H156 23.883 -30.855 16.747
H157 24.875 -29.422 16.488
H158 22.751 -28.125 17.487
H159 21.245 -28.529 16.754
H160 22.649 -30.474 18.620
H161 21.017 -29.885 18.549
H162 21.553 -30.999 17.372
H163 23.671 -28.581 13.969
H164 23.596 -27.516 15.310
H165 21.196 -27.064 15.035
H166 21.023 -28.520 14.118
H167 21.929 -27.084 13.447
C71 22.739 -24.261 15.269
C72 21.526 -23.819 14.531
N10 20.592 -22.976 15.286
C73 19.230 -23.487 15.014
C74 18.971 -24.850 15.664
C75 20.775 -21.562 14.959
C76 22.197 -21.020 15.410
H168 22.703 -25.075 15.993
H169 23.162 -23.430 15.834
H170 23.417 -24.645 14.507
H171 21.762 -23.264 13.623
H172 21.066 -24.752 14.203
H173 18.454 -22.850 15.438
H174 19.044 -23.451 13.941
H175 17.957 -25.197 15.464
H176 19.574 -25.691 15.323
H177 19.010 -24.905 16.752
H178 19.950 -20.987 15.379
H179 20.578 -21.372 13.903
H180 22.308 -21.356 16.442
H181 22.263 -19.939 15.294
H182 23.019 -21.431 14.824
C77 19.820 -25.781 10.116
C78 20.641 -24.533 10.487
N11 21.282 -23.817 9.366
C79 22.042 -22.685 9.846
C80 23.283 -23.220 10.571
C81 20.268 -23.363 8.341
C82 20.865 -23.143 6.887
H183 19.828 -26.579 10.859
H184 20.306 -26.222 9.246
H185 18.801 -25.542 9.812
H186 20.116 -23.819 11.123
H187 21.505 -24.914 11.031
H188 22.445 -22.044 9.062
H189 21.542 -21.913 10.431
H190 24.135 -22.545 10.649
H191 23.081 -23.496 11.606
H192 23.680 -24.149 10.160
H193 19.732 -22.449 8.601
H194 19.440 -24.052 8.172
H195 21.109 -24.112 6.452
H196 21.781 -22.554 6.902
H197 20.159 -22.688 6.192
C83 16.063 -18.359 9.896
C84 14.707 -17.712 10.191
N12 13.948 -17.492 8.985
C85 12.769 -16.693 9.173
C86 13.188 -15.222 9.437
C87 13.711 -18.771 8.291
C88 13.034 -19.822 9.159
H198 16.212 -19.438 9.923
H199 16.695 -17.950 10.684
H200 16.446 -17.969 8.952
H201 14.241 -18.424 10.872
H202 14.922 -16.763 10.682
H203 12.116 -17.087 9.952
H204 12.262 -16.658 8.209
H205 12.314 -14.638 9.726
H206 13.633 -14.833 8.522
H207 13.754 -14.972 10.334
H208 13.155 -18.555 7.379
H209 14.643 -19.108 7.838
H210 12.150 -19.422 9.656
H211 12.761 -20.643 8.496
H212 13.786 -20.192 9.857
C89 20.220 -30.002 9.455
C90 18.850 -30.737 9.338
N13 18.520 -31.045 7.916
C91 17.329 -31.864 7.862
C92 17.230 -32.727 6.623
C93 18.502 -29.831 7.063
C94 17.523 -28.743 7.561
H213 20.979 -30.283 10.185
H214 20.123 -28.923 9.581
H215 20.727 -30.131 8.499
H216 18.995 -31.677 9.871
H217 18.033 -30.192 9.810
H218 17.397 -32.449 8.779
H219 16.390 -31.322 7.972
H220 18.049 -33.446 6.596
H221 16.244 -33.186 6.698
H222 17.190 -32.088 5.741
H223 18.221 -30.196 6.075
H224 19.507 -29.408 7.065
H225 16.515 -29.155 7.599
H226 17.337 -28.020 6.768
H227 17.689 -28.341 8.561

Cartesian forces (eV/Å) of the 6 atoms listed first:
-0.1 -0.1 -0.2
0.3 0.2 0.5
1.0 -0.1 -0.1
-0.6 0.4 -0.6
-0.2 -0.2 0.1
-0.4 0.0 0.1



[2]
Density functional theory data (the ωB97M-V functional and the def2-TZVPD basis) for a cluster of 3 separate species, C2H10N2O2 in total at a distorted geometry.

Orbital gap (Eh): 0.37014
Multiplicity: 1
Max |F| (eV/Å): 1.907
E (Eh): -342.1443
ΔE to the lowest compared entry with this formula, charge and spin (kJ/mol): 130.3

Atoms and positions in Å:
C1 -1.907 -0.203 0.005
N1 -1.419 1.152 0.103
C2 -0.249 1.587 0.060
N2 0.958 0.793 -0.078
H1 -2.261 -0.478 1.000
H2 -1.183 -1.036 -0.120
H3 -2.667 -0.335 -0.753
H4 -0.095 2.648 0.159
H5 1.800 1.343 0.112
H6 1.268 0.589 -1.029
O1 0.413 -1.185 1.728
H7 1.218 -0.781 2.030
H8 0.140 -0.687 0.930
O2 1.446 -1.306 -1.707
H9 1.031 -2.031 -2.178
H10 1.593 -1.562 -0.787

Cartesian forces (eV/Å) of the 6 atoms listed first:
1.3 -1.1 0.9
-0.7 0.4 -0.4
0.9 -1.0 -0.5
1.0 1.2 -0.6
-0.7 0.3 -0.1
0.1 0.6 -0.7



[3]
Density functional theory data (the ωB97M-V functional and the def2-TZVPD basis) for a structure of composition C12H11NO4PdSSe.

Orbital gap (alpha / beta) (Eh): 0.25180 / 0.25174
Multiplicity: 1
Max |F| (eV/Å): 0.373
E (Eh): -3747.1595
ΔE to the lowest compared entry with this formula, charge and spin (kJ/mol): 0.0

Atoms and positions in Å:
Pd1 2.855 -0.089 0.209
O1 5.782 -3.145 1.829
C1 4.890 -2.530 1.439
O2 3.985 -1.917 1.044
C2 4.216 2.218 1.886
O3 4.186 3.366 1.921
O4 4.258 1.049 1.867
S1 1.907 1.772 -0.589
C3 1.015 2.134 0.805
N1 0.407 2.380 1.756
C4 -4.315 0.669 -0.043
C5 -2.926 0.168 -0.321
C6 -2.195 -0.495 0.650
C7 -0.895 -0.936 0.419
C8 -0.154 -1.614 1.537
C9 -0.321 -0.698 -0.835
Se1 1.459 -1.277 -1.216
C10 -1.042 -0.034 -1.841
C11 -0.453 0.260 -3.193
C12 -2.335 0.381 -1.562
H1 -4.697 0.277 0.899
H2 -5.004 0.382 -0.839
H3 -4.324 1.759 0.021
H4 -2.637 -0.666 1.625
H5 -0.843 -1.898 2.330
H6 0.589 -0.937 1.969
H7 0.372 -2.502 1.185
H8 0.379 0.963 -3.099
H9 -1.205 0.700 -3.846
H10 -0.057 -0.635 -3.672
H11 -2.898 0.894 -2.335

Cartesian forces (eV/Å) of the 6 atoms listed first:
0.0 0.2 0.2
0.0 0.0 0.0
0.0 0.0 0.0
0.0 -0.1 0.0
-0.1 0.0 0.0
0.1 0.0 0.0



- What is the E in the second record?
  -342.1443 Eh